Record 1
{"formula": "C26H27CuGe", "method": "ωB97M-V/def2-TZVPD", "species": ["H", "Ge", "C", "C", "C", "C", "H", "C", "C", "C", "H", "H", "C", "C", "C", "H", "H", "C", "H", "H", "C", "H", "C", "H", "H", "C", "C", "C", "H", "H", "C", "H", "H", "H", "H", "H", "H", "H", "C", "H", "H", "C", "H", "Cu", "C", "H", "H", "C", "C", "H", "C", "C", "C", "C", "H"], "xyz": [[-2.55802, -1.97630, -4.24823], [0.81067, -0.35294, 0.26691], [-0.35346, -0.97062, -1.24095], [4.90107, 0.01179, -3.47556], [-2.71076, 1.50690, 2.82210], [-2.42939, -1.16246, 2.03007], [-2.35952, -3.26710, 2.42467], [4.90386, 1.25654, -2.91079], [-2.12892, -0.77103, 3.33492], [-2.25993, -2.57920, 1.59032], [-2.37133, 0.39859, -3.60002], [-2.99108, -2.84162, 0.83075], [-3.04388, 1.14451, 1.50739], [-2.89363, -0.19755, 1.12746], [3.08957, 3.20129, -0.33219], [5.61640, -0.24613, -4.23811], [-0.97466, 1.03345, -1.66652], [-1.84185, -0.36082, -3.04275], [3.09316, 4.18475, 0.11564], [2.41182, -2.42520, 0.32018], [-0.48689, -2.30751, -1.60369], [2.29847, -1.36274, -1.80923], [-2.10834, 0.93256, 5.18706], [-3.19368, -0.50393, 0.13517], [-2.83029, 2.76215, 0.11804], [-1.94090, -1.69426, -3.41013], [-1.25996, -2.66679, -2.69468], [3.02969, 0.63260, -1.47732], [-4.16452, 1.66598, -0.23784], [0.03867, -3.07243, -1.04757], [2.17007, 2.24088, 0.10921], [-1.26863, -2.71021, 1.15418], [3.95134, -1.91699, -3.52317], [2.43068, -1.57125, 1.85221], [-2.84792, 1.67098, 5.48737], [-2.86415, 2.52755, 3.14558], [1.09506, -2.64100, 1.47059], [-1.12226, 1.36812, 5.34084], [3.97780, 2.88650, -1.32300], [4.69280, 3.61645, -1.67534], [-2.20511, 0.06858, 5.83786], [3.95616, -0.93866, -3.06839], [1.47467, 2.49701, 0.90299], [-0.88306, 0.59163, 1.61806], [-2.30206, 0.54844, 3.75656], [-1.80732, -1.51263, 4.05171], [-1.33068, -3.70544, -2.98603], [1.78541, -1.91577, 1.04952], [-3.61696, 2.15421, 0.56289], [5.62419, 1.99782, -3.22067], [-1.05956, -0.00622, -1.95985], [2.13342, 0.98079, -0.43698], [3.04146, -0.63162, -2.09966], [3.97794, 1.60465, -1.90730], [-4.29565, 2.82372, 1.08572]], "forces_ev_per_a": [[-0.040, -0.035, -0.131], [1.317, -0.915, -1.555], [0.099, 0.404, 0.757], [0.101, 0.306, 0.048], [-0.030, -0.070, -0.071], [0.058, -0.152, -0.054], [0.011, -0.053, 0.074], [0.113, -0.160, -0.192], [0.003, 0.061, 0.126], [0.039, -0.113, -0.038], [-0.035, 0.033, -0.045], [-0.028, -0.031, -0.075], [-0.267, 0.058, 0.076], [-0.301, 0.049, -0.149], [0.299, 0.244, -0.207], [0.137, 0.006, -0.116], [-0.005, 0.127, -0.099], [-0.083, 0.056, -0.022], [0.014, 0.049, 0.005], [-0.061, 0.172, -0.259], [0.221, -0.015, 0.181], [0.040, -0.087, -0.047], [0.126, 0.055, 0.117], [0.074, 0.000, -0.105], [0.000, 0.069, -0.066], [-0.048, -0.023, -0.006], [-0.046, -0.068, -0.018], [0.273, 0.191, -0.116], [-0.015, -0.015, -0.086], [0.056, -0.106, 0.022], [-0.271, -0.381, 0.116], [-0.009, -0.098, -0.040], [-0.021, -0.101, -0.058], [0.066, 0.099, 0.073], [-0.020, 0.050, 0.020], [0.018, 0.073, -0.012], [-0.107, -0.101, 0.042], [0.064, 0.031, 0.073], [-0.173, 0.183, 0.258], [0.060, 0.060, 0.006], [0.038, -0.053, 0.055], [-0.296, -0.123, 0.192], [0.053, 0.075, 0.012], [-0.050, 0.119, 0.376], [0.026, 0.050, -0.013], [0.032, -0.090, 0.049], [-0.023, -0.038, -0.006], [-0.505, 0.465, 0.247], [0.030, 0.110, -0.123], [0.105, 0.089, -0.069], [0.193, 0.091, 0.140], [-0.959, -0.032, 0.721], [-0.012, -0.233, -0.097], [-0.231, -0.323, 0.069], [-0.034, 0.040, 0.021]], "lowdin_charge": [0.11, 1.03, -0.33, -0.06, -0.02, -0.28, 0.10, -0.02, 0.00, -0.01, 0.11, 0.10, -0.30, -0.05, -0.07, 0.11, 0.10, -0.07, 0.11, 0.03, -0.12, 0.08, -0.02, 0.14, 0.09, -0.07, -0.07, -0.18, 0.09, 0.10, -0.13, 0.06, 0.11, 0.02, 0.09, 0.14, 0.00, 0.10, -0.02, 0.12, 0.09, -0.06, 0.07, 0.38, -0.26, 0.14, 0.11, -0.21, -0.01, 0.12, -0.13, -0.24, -0.04, -0.16, 0.09], "total_charge": 1, "multiplicity": 2, "gap_ev": [7.96, 4.75], "lumo_ha": [-0.0979, -0.2153], "e_tot_ha": -4724.10756, "s2": 0.75}

Record 2
{"formula": "C8H35N16O9", "method": "ωB97M-V/def2-TZVPD", "species": ["C", "N", "H", "H", "N", "H", "O", "H", "O", "C", "H", "H", "H", "H", "H", "N", "H", "N", "O", "O", "N", "N", "H", "H", "N", "N", "H", "C", "H", "H", "C", "H", "H", "N", "O", "C", "O", "H", "N", "H", "C", "H", "N", "H", "H", "N", "H", "H", "N", "H", "C", "H", "N", "O", "N", "H", "O", "H", "H", "H", "C", "H", "O", "N", "H", "H", "H", "H"], "xyz": [[-1.73652, -0.31453, 3.53685], [-0.61271, 1.22998, -4.18439], [3.27325, 2.34084, 2.45028], [-1.65985, -2.34686, 3.12447], [3.23887, -0.69852, 3.83604], [2.66432, -2.34986, -3.53151], [-0.05864, -2.70939, 0.71500], [1.95809, -2.24492, 4.34154], [-2.33824, 0.41186, 0.13865], [2.61020, -0.66638, -2.71776], [-2.98597, -1.72873, 4.00178], [-0.66321, -5.54731, -0.26692], [1.14141, 4.13716, -1.78637], [2.08940, 2.21887, 1.19588], [-0.42485, -4.43844, -1.80094], [4.89502, 3.51442, 1.22767], [-0.91048, 2.05796, -4.68025], [1.72039, -2.11648, 3.36835], [3.33295, 3.60367, -0.37056], [3.79145, -0.61805, -2.63410], [-2.50841, 0.46621, -3.46641], [-2.58956, 0.49297, 4.03416], [0.38754, 1.14973, -4.06974], [2.29192, 0.98812, -1.90872], [-0.17472, -3.66420, -1.20254], [-3.66013, -1.33304, -0.03204], [3.55397, 0.25698, 3.74751], [-0.29028, 2.98312, -1.03164], [0.75978, 0.05622, -2.29811], [5.01605, 3.20775, 2.18234], [-0.23402, -3.70860, 0.08665], [1.16059, -1.71657, -3.78542], [-0.42535, 4.32178, -2.52852], [-4.34589, 0.54989, -0.73057], [-0.68616, 0.11084, 2.96995], [-1.19994, 0.30269, -3.49986], [0.10201, -0.26005, 0.39647], [3.32614, -0.99875, 4.79643], [1.75801, 0.20372, -2.25479], [-4.50380, 1.54415, -0.81181], [3.68652, 3.22589, 0.72298], [0.26565, -1.18399, 0.59935], [2.94332, 2.63297, 1.54148], [0.92453, -2.39139, 2.81056], [-0.70715, -0.08917, -0.09103], [-0.61896, -4.86703, 0.47830], [-2.53387, 1.46349, 3.76011], [-0.88413, -4.98498, 1.44570], [-2.14479, -1.53432, 3.47763], [-3.02721, -0.01071, -2.74288], [2.51770, -1.17364, 2.91047], [-2.95171, -2.04541, -0.13583], [1.98260, -1.68267, -3.19954], [-0.69386, -0.55585, -2.80796], [0.20710, 3.78938, -1.94830], [5.54662, 4.10845, 0.73507], [2.56107, -0.73116, 1.73665], [0.30411, 0.40650, 1.05713], [-1.79096, 3.00297, -2.29371], [-4.58053, -1.71882, -0.18742], [-3.37124, -0.09776, -0.08441], [-1.98882, 2.05480, -0.78778], [0.15406, 2.57989, -0.00607], [-1.51919, 2.74551, -1.35565], [-2.97804, 1.19356, -3.98652], [-5.08088, -0.06100, -1.05724], [0.09372, -2.76661, -1.57985], [-3.37801, 0.00279, 4.43187]], "forces_ev_per_a": [[5.548, 2.026, -4.143], [4.461, 1.484, -1.646], [-0.128, -0.086, -0.365], [0.353, 0.671, 0.089], [4.793, 4.028, 4.518], [-0.121, -0.381, -0.103], [0.612, 2.933, 3.792], [-1.632, -1.040, -0.184], [4.803, 2.083, 1.641], [-1.837, 0.846, 0.537], [0.174, -0.536, -0.277], [-0.331, -0.580, 1.136], [-0.205, 0.283, -0.266], [-0.388, 0.085, 0.151], [0.227, 0.487, -0.068], [0.739, 0.343, -0.729], [-0.613, -0.577, 0.231], [-0.479, -1.395, 0.052], [-1.230, 1.223, -4.530], [3.958, 0.636, 0.424], [-3.118, -0.201, 0.149], [-2.809, 2.343, 2.208], [0.265, 0.412, -0.494], [-1.019, 0.456, 0.364], [0.707, 1.139, -4.477], [-0.472, -6.997, 0.931], [0.332, -0.500, -0.357], [-1.342, 1.295, -0.993], [-0.062, 0.004, 0.304], [0.646, 0.553, -0.238], [-0.496, -0.077, -1.791], [-0.135, 0.810, 0.467], [0.524, 0.048, 0.216], [-2.657, 1.225, -1.073], [-0.768, -0.813, 0.877], [-3.207, 0.715, 0.873], [1.410, 1.540, -1.294], [-0.415, -0.315, -0.305], [0.749, 3.983, 1.321], [0.325, -0.187, 0.414], [4.101, 0.937, 2.822], [0.224, -1.832, 0.590], [-4.022, -2.965, 2.383], [0.182, -0.406, 0.466], [-1.265, 0.301, 0.135], [-0.953, -3.148, 2.527], [-0.298, -0.191, 0.537], [0.134, -0.709, -0.373], [-1.562, -4.823, 0.530], [0.006, 0.055, -0.359], [-2.293, -0.129, -5.085], [0.280, 0.305, 0.532], [-0.721, -6.226, -3.054], [1.312, -1.681, 0.802], [3.420, 1.813, -1.320], [0.058, -0.148, 0.284], [-0.625, -0.123, 0.956], [-0.218, 0.059, 0.764], [-0.555, -0.572, 0.501], [0.106, 0.428, 0.066], [-2.634, 2.232, -2.707], [-0.428, -0.078, -0.261], [3.200, -1.385, 3.101], [-4.053, -1.315, -0.793], [0.059, -0.282, 0.114], [-0.252, 0.795, -0.042], [0.095, -0.338, -0.584], [-0.464, 1.460, 0.104]], "lowdin_charge": [-0.74, 0.21, 0.14, 0.11, 0.17, 0.13, 0.05, 0.12, 0.07, -0.79, 0.12, 0.13, 0.11, 0.11, 0.13, 0.24, 0.14, 0.19, 0.31, 0.16, 0.18, 0.19, 0.11, 0.12, 0.20, 0.21, 0.11, -0.77, 0.03, 0.14, -0.77, 0.11, 0.12, 0.18, -0.02, -0.74, 0.20, 0.13, 0.19, 0.13, -0.64, 0.04, 0.26, 0.08, 0.07, 0.21, 0.14, 0.14, 0.19, 0.09, -0.74, 0.13, 0.18, 0.01, 0.18, 0.15, 0.00, 0.09, 0.10, 0.13, -0.76, 0.08, 0.08, 0.18, 0.12, 0.11, 0.10, 0.12], "total_charge": 2, "multiplicity": 2, "e_above_lowest_kcal_mol": 33.24, "gap_ev": [9.93, 2.91], "lumo_ha": [-0.1563, -0.3868], "e_tot_ha": -1878.63702, "s2": 0.76}